[1]
11
Properties=species:S:1:pos:R:3:forces:R:3 method="wB97M-V/def2-TZVPD" energy_ev=-17016.7831 smiles="O=[N+]1OCCP1" lumo_energy_ha=-0.252 total_charge=+1 relative_energy_kj_mol=458.6
C 0.561342 0.825828 0.668004 0.86 1.47 -0.10
C 0.698726 0.252724 -0.740732 -1.68 1.19 -1.02
N -1.073916 -0.731468 0.582854 -6.49 -1.89 0.58
O -2.219468 -1.197068 0.808378 4.68 1.60 -0.57
O -0.825674 0.448708 0.983140 0.12 1.47 1.73
P 0.130352 -1.465271 -0.436181 2.51 -0.77 0.14
H 1.273627 0.364223 1.474661 -1.36 1.05 -1.46
H 0.575807 2.000918 0.575249 -0.04 -2.49 0.83
H -0.067547 0.833272 -1.466236 2.04 -1.29 1.52
H 1.724004 0.338236 -1.040799 0.43 -0.09 -0.54
H -0.777252 -1.670102 -1.408337 -1.07 -0.26 -1.10



[2]
130
Properties=species:S:1:pos:R:3:forces:R:3 method="wB97M-V/def2-TZVPD" energy_ev=-1024665.1000 lumo_energy_ha=0.031 total_charge=-1
C 4.199883 -0.297816 -3.170694 -0.28 0.34 -0.61
C 3.448773 0.686415 -2.301071 0.49 0.75 0.83
C 2.102990 1.055114 -2.814550 -2.03 -0.83 -0.53
C 1.257908 1.903796 -1.805533 0.60 -0.50 -0.38
P -0.149324 1.164628 -0.934490 0.13 0.07 -0.96
C 0.402236 -0.414409 -0.247996 -0.47 0.47 -0.99
C -0.642701 -1.096947 0.631237 0.76 -0.35 1.41
C 0.071198 -2.075778 1.570560 -0.10 -1.51 0.19
C -0.885736 -3.192650 2.087647 0.34 0.58 -2.06
C -0.824293 2.354221 0.224327 -1.42 0.29 -0.15
C -1.526660 3.555759 -0.435945 0.03 -0.81 0.05
C -2.572585 4.201231 0.487474 -0.05 -0.05 -0.03
C -3.850804 3.334345 0.560515 0.15 -0.05 -0.55
C -1.460407 0.776025 -2.237021 0.23 -0.16 0.57
C -2.784457 0.316634 -1.583635 -0.82 0.85 0.23
C -3.442853 -0.957744 -2.106154 0.62 -0.84 0.63
C -3.919549 -0.770734 -3.538565 0.23 -0.35 0.30
H 4.191480 0.031194 -4.214730 0.25 0.39 0.04
H 3.665467 -1.245716 -3.265942 0.26 -0.26 0.59
H 5.239472 -0.381899 -2.857267 -0.05 -0.39 0.02
H 3.974182 1.630763 -2.139886 0.43 -0.08 -0.42
H 3.348058 0.352504 -1.263111 -0.07 -0.50 -0.03
H 1.598361 0.115142 -3.078948 -0.30 -0.17 0.29
H 2.140176 1.504942 -3.810138 0.25 0.56 0.21
H 0.865156 2.795380 -2.294024 0.21 0.26 0.23
H 1.940978 2.128921 -0.976987 -0.34 0.65 0.03
H 1.396493 -0.295064 0.188814 -0.38 0.34 0.57
H 0.636127 -0.936446 -1.181277 -0.30 -0.62 0.10
H -1.492038 -1.559861 0.128520 0.32 -0.13 -0.46
H -1.087326 -0.430020 1.375315 -0.11 0.61 -0.43
H 0.567026 -1.518444 2.366231 -0.25 0.16 0.06
H 0.873592 -2.626939 1.073686 0.14 0.24 -0.33
H -0.467509 -3.832790 2.860190 -0.49 0.46 0.43
H -1.019325 -3.876644 1.243066 0.34 -0.07 -0.18
H -1.904120 -2.805761 2.120926 0.03 -0.04 1.31
H -0.011492 2.600339 0.919981 0.00 -0.05 -0.25
H -1.598661 1.857692 0.814876 0.15 -0.41 0.09
H -2.122550 3.187570 -1.274812 0.09 0.12 -0.34
H -0.751847 4.205238 -0.844452 -0.23 0.46 0.20
H -2.771926 5.185762 0.059611 -0.40 0.00 0.00
H -2.224587 4.415848 1.499356 0.36 -0.19 -0.05
H -3.721090 2.325416 0.959014 0.39 0.17 0.49
H -4.219741 3.113242 -0.443234 -0.11 0.37 -0.13
H -4.659403 3.807260 1.117650 0.06 0.07 0.06
H -1.112163 0.006440 -2.930053 0.38 -0.17 0.24
H -1.552626 1.652867 -2.877020 -0.14 0.12 0.24
H -3.602516 1.037796 -1.683463 0.43 0.63 -0.24
H -2.648449 0.323674 -0.500773 -0.06 -0.57 0.04
H -4.241007 -1.239501 -1.416371 -0.15 0.11 -0.07
H -2.711897 -1.767715 -2.018299 -0.03 -0.19 -0.25
H -2.993433 -0.593494 -4.085926 -0.45 0.78 -0.50
H -4.692482 -0.000728 -3.520206 0.48 0.52 -0.50
H -4.395248 -1.599786 -4.071717 0.17 -0.26 0.50
O 2.720473 5.616641 1.346119 0.42 -2.10 0.75
C 2.475159 4.339145 0.849175 0.35 1.29 -1.32
C 2.216026 3.112721 1.766994 0.46 2.20 0.30
O 1.481396 1.935977 1.449094 3.16 4.98 -8.58
H 3.340441 4.110458 0.204481 -0.05 -0.58 -0.53
H 1.585632 4.399145 0.186052 -0.30 -0.37 -0.53
H 1.716308 3.633984 2.604645 -0.61 0.50 -0.15
H 3.182186 2.993095 2.289036 0.38 -0.93 -0.49
O 0.899439 -6.371696 5.655724 0.58 -0.23 -0.05
C 1.454659 -5.351036 5.353941 -1.46 0.28 0.24
O 2.735668 -5.270636 4.938880 -0.53 -0.54 0.64
C 2.904514 -4.036677 4.315216 1.29 1.50 -2.87
C 1.821237 -3.071435 4.684509 -1.37 1.24 1.93
C 0.745706 -3.961265 5.395147 2.66 -1.05 -0.78
H 2.899339 -4.173762 3.226469 -0.33 -0.50 -0.11
H 3.905244 -3.615190 4.423411 0.03 -0.28 0.88
H 1.405338 -2.346960 3.983978 0.06 -1.01 -0.91
H 2.224806 -2.276407 5.317794 0.01 -0.56 0.79
H -0.172755 -4.119673 4.836294 -0.24 0.45 0.54
H 0.703327 -3.811796 6.472171 -0.80 0.49 -0.13
O 1.989909 -3.143256 -1.711997 0.77 0.22 -0.03
C 3.047078 -3.490245 -1.256046 -1.40 -1.01 0.59
O 3.813826 -4.450186 -1.864046 -0.98 0.38 0.36
C 4.813943 -4.863642 -0.948437 2.04 1.41 -0.46
C 5.131532 -3.587539 -0.152358 -0.34 0.49 0.53
C 3.681735 -3.097236 0.069222 1.80 0.44 -0.17
H 5.678621 -5.067225 -1.579291 -0.05 -0.81 0.25
H 4.509118 -5.677332 -0.291182 -0.12 -0.13 -0.25
H 5.724996 -2.822072 -0.654458 -0.04 -0.37 -0.65
H 5.663617 -3.738180 0.787101 -0.17 -0.37 0.04
H 3.602161 -2.021802 0.219968 -0.18 -0.07 0.13
H 3.470607 -3.631356 0.995590 -1.40 -0.02 -0.35
C -5.967231 6.530972 -0.802116 -0.65 0.57 -0.57
Cl -4.590627 7.570899 -1.143603 0.11 0.25 0.41
Cl -5.843597 5.088377 -1.756311 0.11 -1.26 -0.36
H -6.092921 6.303691 0.252413 0.34 0.05 -0.06
H -6.859191 6.987355 -1.224563 0.09 0.42 0.51
C -4.148814 -1.620002 4.642712 0.12 -0.03 0.06
Cl -2.815591 -2.752576 5.014668 -0.65 0.15 0.02
Cl -4.052352 -1.045498 2.975970 0.10 0.24 -0.12
H -5.138823 -2.060796 4.712803 0.31 -0.45 0.29
H -4.063739 -0.797092 5.345727 0.10 0.10 -0.25
C 1.337296 1.349403 3.255776 -1.24 -2.35 4.14
Cl 2.396949 0.152649 4.071481 1.09 -0.29 0.76
Cl -0.127322 1.580172 4.271123 -0.76 0.18 0.47
H 1.780472 2.326113 3.072742 -0.09 -1.44 3.25
H 1.144576 0.992531 2.245523 -0.91 -1.97 1.93
C 0.450390 6.571296 1.427768 -1.32 -0.12 0.51
Cl -0.464019 7.672568 0.371687 -0.01 0.47 -0.56
Cl -0.572481 6.400857 2.935523 0.55 -0.13 -0.16
H 0.436356 5.604676 0.933236 0.05 0.20 0.23
H 1.472477 6.871513 1.647384 -0.27 0.01 0.00
C -1.385247 5.018516 -5.557052 0.43 -0.47 -0.63
Cl 0.353046 5.193277 -5.975675 -0.52 -0.06 0.19
Cl -1.655221 3.686000 -4.401512 0.04 0.67 -0.06
H -1.739719 5.992420 -5.235270 -0.03 -0.28 0.49
H -1.901450 4.704688 -6.459396 0.08 0.16 0.00
C -5.385271 -5.047844 -1.429364 1.12 -0.21 0.35
Br -4.390627 -6.748702 -1.728629 -0.69 0.78 0.47
Br -4.883516 -3.850365 -2.849927 -0.42 -0.23 0.24
Br -4.955689 -4.224109 0.325601 -0.24 -0.54 -0.90
H -6.450134 -5.246656 -1.446325 0.16 -0.05 -0.05
C -2.363437 -7.344475 3.595346 0.09 -0.44 -0.86
Br -1.971003 -9.272374 3.459505 -0.01 0.74 -0.30
Br -4.187285 -7.182832 4.254069 0.70 0.36 -0.28
Br -2.029956 -6.314916 1.876923 -0.47 -1.21 1.55
H -1.623669 -6.998607 4.310334 -0.32 0.32 0.01
C 7.533975 2.428774 -0.070408 0.14 -0.20 -1.28
Br 7.755005 4.157604 -0.967188 0.10 -0.53 0.52
Br 8.461145 1.027262 -1.139314 -0.15 0.45 0.43
Br 5.673655 1.996937 0.012446 0.22 0.11 0.52
H 8.032057 2.424133 0.891746 -0.27 0.18 -0.02
C -1.223020 -0.393081 -7.498685 0.09 -0.24 0.58
Br 0.018176 -0.535002 -5.959677 -0.57 -0.10 -0.77
Br -2.914709 0.342226 -6.903589 0.40 0.03 -0.26
Br -1.533717 -2.073676 -8.431044 0.28 0.38 0.35
H -0.745264 0.279893 -8.200816 -0.18 0.00 0.09



[3]
17
Properties=species:S:1:pos:R:3:forces:R:3 method="wB97M-V/def2-TZVPD" energy_ev=-8429.9283 smiles="OC1=CC=CCC1.[H][H]" lumo_energy_ha=0.031 total_charge=0 relative_energy_kj_mol=126.6
O 2.408176 -0.862920 0.637666 -0.02 -0.19 0.02
C 1.191406 -0.272410 0.475894 -0.25 0.26 -0.06
C 0.015360 -1.193116 0.270995 0.05 -0.03 -0.01
C -1.353525 -0.509298 0.448487 -0.01 -0.01 0.02
C -1.347459 0.962313 0.115073 0.12 0.11 0.06
C -0.218674 1.677050 0.157600 -0.19 -0.09 -0.03
C 1.083125 1.060240 0.425086 0.04 -0.20 0.03
H 2.297425 -1.821716 0.632382 0.04 0.15 0.02
H 0.251345 0.027960 -2.830757 -0.05 0.03 0.02
H 0.092673 -2.031547 0.977497 0.00 0.10 -0.11
H 0.104221 -1.629607 -0.734645 0.01 0.09 0.10
H -1.681168 -0.619893 1.492422 0.04 0.03 -0.11
H -2.099586 -1.036716 -0.156900 0.10 0.08 0.11
H -0.168221 0.384205 -2.327691 0.07 -0.04 -0.08
H -2.302531 1.440764 -0.087924 0.15 -0.05 0.03
H -0.244085 2.749317 -0.022116 -0.01 -0.16 0.00
H 1.971523 1.675368 0.526924 -0.11 -0.08 0.00



Number 1: orbital gap 0.3375 Ha. Number 2: orbital gap 0.1537 Ha. Number 3: orbital gap 0.3164 Ha.